(1)
{"formula": "C4H3O2S", "method": "ωB97M-V with the def2-TZVPD basis set", "symbols": ["C", "C", "C", "C", "O", "O", "S", "H", "H", "H"], "positions_angstrom": [[-1.2377, -0.7632, -0.2450], [-1.3451, 0.5921, -0.1514], [0.1681, -0.8741, -0.0807], [0.4666, 0.4400, 0.4231], [-1.9819, 1.5874, -0.1754], [0.8427, -1.9015, -0.2905], [1.9286, 1.2436, -0.3187], [-1.9448, -1.3951, -0.5618], [0.3334, 0.8062, 1.4856], [2.7702, 0.2645, -0.0851]], "atomic_forces_ev_per_a": [[1.68, 1.96, 0.27], [2.92, 0.21, 1.04], [-0.94, -3.91, 0.20], [-0.42, 3.36, 0.68], [-1.29, 1.16, -0.40], [0.53, 1.19, 0.11], [-0.91, 0.56, -0.04], [-2.53, -2.63, -0.97], [0.37, -1.24, -1.04], [0.59, -0.65, 0.14]], "total_charge": -1, "e_above_lowest_kcal_mol": 21.7, "total_energy_ev": -19126.23264, "largest_force_ev_per_a": 4.03, "multiplicity": 1}

(2)
{"formula": "C4H3O2S", "method": "ωB97M-V with the def2-TZVPD basis set", "symbols": ["C", "C", "C", "C", "O", "O", "S", "H", "H", "H"], "positions_angstrom": [[0.2246, 0.9370, 0.2688], [0.9344, -0.3125, 0.2365], [-1.0828, 1.0060, -0.4247], [0.2594, -2.5694, 0.4637], [0.5026, -1.4274, -0.3344], [-1.5945, 2.4119, -0.4001], [0.5490, -4.0191, -0.1933], [0.7252, 1.8576, 0.6122], [1.9232, -0.3662, 0.7426], [-2.4410, 2.4822, -0.9714]], "atomic_forces_ev_per_a": [[-0.54, -1.37, -1.57], [-1.40, 1.95, 0.05], [0.02, 2.26, 0.34], [-0.31, -0.22, 1.98], [0.63, 1.61, -0.33], [-0.07, -2.24, -0.86], [0.18, -0.44, -0.93], [-0.07, -0.61, 0.09], [-0.69, -0.08, -0.27], [2.25, -0.86, 1.50]], "total_charge": -1, "e_above_lowest_kcal_mol": 118.6, "total_energy_ev": -19122.02914, "largest_force_ev_per_a": 2.83, "multiplicity": 1}

(3)
{"formula": "C4H3O2Sc", "method": "ωB97M-V with the def2-TZVPD basis set", "symbols": ["C", "C", "C", "C", "H", "H", "O", "H", "O", "Sc"], "positions_angstrom": [[-2.2732, -0.0014, 0.1434], [-1.0827, -0.2279, 0.0366], [0.2908, -0.4725, -0.2275], [1.2126, 0.4941, -0.0034], [1.4767, -1.2992, -0.1530], [1.2621, 1.4289, -0.5757], [-3.5142, 0.4076, 0.2379], [-4.1379, -0.3253, 0.1558], [2.4150, -0.2084, 0.0671], [4.3507, 0.2041, 0.3189]], "atomic_forces_ev_per_a": [[-3.70, 1.14, 0.15], [3.19, -1.06, -1.21], [-1.76, -1.51, 2.20], [2.31, -0.16, -2.61], [-3.67, 0.25, -0.31], [-0.20, 0.47, 1.26], [3.21, -0.58, -0.02], [-0.42, -0.43, -0.06], [1.57, 2.14, 0.64], [-0.52, -0.25, -0.04]], "total_charge": 2, "e_above_lowest_kcal_mol": 0.0, "total_energy_ev": -28966.62516, "largest_force_ev_per_a": 3.87, "multiplicity": 1}

(4)
{"formula": "C4H3OPS", "method": "ωB97M-V with the def2-TZVPD basis set", "symbols": ["O", "P", "C", "C", "C", "C", "S", "H", "H", "H"], "positions_angstrom": [[3.0364, 1.5672, 0.0073], [2.8500, 0.1204, 0.0257], [0.9520, -0.1959, -0.0659], [-0.0768, 0.7450, 0.0253], [-1.3268, 0.1570, 0.1046], [-1.2690, -1.2035, -0.1017], [0.3104, -1.8509, 0.0360], [0.0030, 1.7726, 0.0119], [-2.3075, 0.7758, 0.1657], [-2.1716, -1.8878, -0.2089]], "atomic_forces_ev_per_a": [[0.11, 1.01, -0.04], [-1.98, -1.32, -0.08], [1.35, 0.29, 0.82], [1.11, -2.36, 0.08], [-2.64, 0.19, -0.95], [-1.91, -1.20, 1.01], [-0.13, 1.80, -1.04], [0.79, 2.00, 0.05], [1.85, -1.37, -0.20], [1.46, 0.96, 0.33]], "total_charge": 0, "e_above_lowest_kcal_mol": 0.0, "total_energy_ev": -26367.11812, "largest_force_ev_per_a": 2.81, "multiplicity": 1}

(5)
{"formula": "C4H3OSc", "method": "ωB97M-V with the def2-TZVPD basis set", "symbols": ["C", "C", "C", "C", "O", "Sc", "H", "H", "H"], "positions_angstrom": [[1.1851, -1.0587, -0.3236], [-0.1741, -0.7320, -0.8863], [0.1284, -0.0013, 0.1841], [-0.5191, 1.0617, 0.8564], [-1.6189, 1.4829, 0.4270], [-2.2800, 0.4844, -1.4137], [1.3158, -1.9972, 0.2292], [2.0762, -0.7187, -0.8657], [-0.1132, 1.4791, 1.7926]], "atomic_forces_ev_per_a": [[-0.85, 1.07, 0.89], [-2.08, 0.65, -1.26], [1.82, -0.93, -0.16], [0.70, -0.71, 0.55], [-0.83, 0.04, -0.91], [2.00, -0.61, 1.25], [-0.15, 0.42, -0.19], [-0.43, -0.02, 0.23], [-0.18, 0.09, -0.40]], "total_charge": 1, "e_above_lowest_kcal_mol": 0.0, "total_energy_ev": -26932.65881, "largest_force_ev_per_a": 2.52, "multiplicity": 2}

(6)
{"formula": "C4H4", "method": "ωB97M-V with the def2-TZVPD basis set", "symbols": ["C", "C", "C", "C", "H", "H", "H", "H"], "positions_angstrom": [[3.1231, 0.1288, 0.0909], [1.9891, 0.0708, -0.0969], [-1.1636, 0.5231, -0.0683], [-0.5813, -0.6680, 0.1739], [-2.1998, 0.8229, 0.0211], [0.5706, -0.6253, 0.0952], [-1.0309, -1.6301, 0.3715], [-0.7073, 1.3778, -0.5875]], "atomic_forces_ev_per_a": [[7.87, 0.54, 1.22], [-7.91, -0.78, -1.18], [0.15, -0.48, -0.70], [-0.49, 2.32, -0.63], [-0.45, -1.01, 0.29], [-0.03, -0.17, -0.24], [-0.01, 0.10, 0.45], [0.88, -0.53, 0.79]], "total_charge": 0, "e_above_lowest_kcal_mol": 174.5, "total_energy_ev": -4202.59219, "largest_force_ev_per_a": 8.03, "multiplicity": 1}

(7)
{"formula": "C4H4", "method": "ωB97M-V with the def2-TZVPD basis set", "symbols": ["C", "C", "C", "C", "H", "H", "H", "H"], "positions_angstrom": [[0.3530, -0.2028, 0.9855], [-1.9090, -0.1882, -1.5780], [-1.1131, -0.1723, -0.6116], [1.4416, 0.3311, 0.6976], [-0.1836, -0.6465, 1.7056], [-2.4698, -0.1145, -2.4267], [2.3469, 0.1263, 1.3812], [1.5339, 0.8669, -0.1536]], "atomic_forces_ev_per_a": [[-5.01, -0.13, -4.37], [4.16, 0.08, 5.03], [-0.10, 0.10, -0.31], [4.36, -0.50, 2.49], [-1.40, -1.76, 2.36], [-1.25, 0.02, -1.61], [-1.52, 0.75, -0.96], [0.75, 1.44, -2.62]], "total_charge": 0, "e_above_lowest_kcal_mol": 88.4, "total_energy_ev": -4206.32344, "largest_force_ev_per_a": 6.65, "multiplicity": 1}

Copy entry 5 word for word.
{"formula": "C4H3OSc", "method": "ωB97M-V with the def2-TZVPD basis set", "symbols": ["C", "C", "C", "C", "O", "Sc", "H", "H", "H"], "positions_angstrom": [[1.1851, -1.0587, -0.3236], [-0.1741, -0.7320, -0.8863], [0.1284, -0.0013, 0.1841], [-0.5191, 1.0617, 0.8564], [-1.6189, 1.4829, 0.4270], [-2.2800, 0.4844, -1.4137], [1.3158, -1.9972, 0.2292], [2.0762, -0.7187, -0.8657], [-0.1132, 1.4791, 1.7926]], "atomic_forces_ev_per_a": [[-0.85, 1.07, 0.89], [-2.08, 0.65, -1.26], [1.82, -0.93, -0.16], [0.70, -0.71, 0.55], [-0.83, 0.04, -0.91], [2.00, -0.61, 1.25], [-0.15, 0.42, -0.19], [-0.43, -0.02, 0.23], [-0.18, 0.09, -0.40]], "total_charge": 1, "e_above_lowest_kcal_mol": 0.0, "total_energy_ev": -26932.65881, "largest_force_ev_per_a": 2.52, "multiplicity": 2}